# C24H29N3O5S

The molecule C24H29N3O5S at a distorted geometry (wB97M-V/def2-TZVPD, OMol25).

Geometry as ORCA input:
```
! wB97M-V def2-TZVPD RIJCOSX def2/J DEFGRID3
* xyz 0 1
C -3.920 -3.715 -0.447
C -2.740 -3.254 0.394
O -1.555 -3.573 -0.324
C -0.358 -3.203 0.185
C -0.175 -2.436 1.333
C 1.105 -2.103 1.738
C 2.222 -2.531 1.033
C 2.034 -3.297 -0.113
C 0.764 -3.634 -0.529
H 0.610 -4.230 -1.415
H 2.892 -3.623 -0.682
C 3.592 -2.015 1.390
N 3.704 -0.684 0.804
C 4.148 -0.510 -0.457
O 4.895 -1.266 -1.037
C 3.551 0.728 -1.160
N 3.315 1.842 -0.250
C 4.299 2.654 0.260
O 4.055 3.532 1.057
C 5.686 2.374 -0.258
H 5.951 1.329 -0.122
H 5.749 2.614 -1.318
H 6.387 3.002 0.285
C 1.970 1.860 0.127
C 1.357 2.616 1.114
C 0.004 2.401 1.346
C -0.695 1.462 0.614
C -0.091 0.716 -0.388
C 1.245 0.929 -0.631
C 2.149 0.298 -1.645
H 2.045 -0.788 -1.679
H 1.937 0.687 -2.644
H -0.669 -0.006 -0.941
S -2.422 1.173 0.959
O -2.600 -0.191 1.377
O -2.903 2.199 1.843
N -3.062 1.298 -0.595
C -4.395 0.726 -0.718
C -5.336 1.886 -0.395
H -5.366 2.031 0.685
H -6.345 1.726 -0.768
C -4.633 3.069 -1.067
H -4.974 3.177 -2.097
H -4.815 4.003 -0.541
C -3.140 2.684 -1.040
H -2.685 2.761 -2.031
H -2.571 3.302 -0.345
H -4.528 0.381 -1.748
H -4.480 -0.118 -0.036
H -0.522 2.956 2.106
H 1.917 3.339 1.682
H 4.204 1.014 -1.987
H 3.020 -0.028 1.156
H 4.379 -2.631 0.955
H 3.732 -1.936 2.470
H 1.232 -1.496 2.624
H -1.018 -2.066 1.893
H -2.732 -3.778 1.359
H -2.798 -2.177 0.581
H -3.923 -3.194 -1.401
H -4.847 -3.504 0.077
H -3.852 -4.783 -0.636
*
```

E (eV): -50902.760
HOMO energy (eV): -8.390
Orbital gap (eV): 8.84
ΔE to the lowest compared entry with this formula, charge and spin (kJ/mol): 97.3
E_LUMO (Eh): 0.017
SMILES string: CCOc1ccc(CNC(=O)[C@H]2Cc3cc(S(=O)(=O)N4CCCC4)ccc3N2C(C)=O)cc1

# C24H29N3O7S2

A cluster of 3 separate species, C24H29N3O7S2 in total at a distorted geometry (wB97M-V/def2-TZVPD, OMol25).

Geometry as ORCA input:
```
! wB97M-V def2-TZVPD RIJCOSX def2/J DEFGRID3
* xyz 0 1
C 1.089 -0.365 -0.994
C 1.322 -0.561 -2.558
O 2.528 -0.711 -2.935
N 0.298 -0.637 -3.609
C 0.127 0.621 -4.387
C -0.952 -1.271 -3.191
C -1.103 -2.800 -3.542
C -2.361 -3.636 -3.140
C -3.513 -2.932 -2.391
C -3.405 -1.427 -2.034
C -2.131 -0.632 -2.417
C -2.100 0.912 -2.011
C -2.506 1.987 -3.037
C -2.448 3.392 -2.409
C -2.025 3.558 -0.960
N -1.601 2.610 0.011
C -1.677 1.327 -0.616
C -4.740 -0.971 -1.281
O -5.099 0.137 -0.843
N -5.495 -2.246 -1.231
C -4.908 -3.459 -1.835
O -5.397 -4.604 -1.893
H 0.225 -0.961 -0.551
H 2.045 -0.715 -0.452
H 1.006 0.770 -0.784
H 1.036 0.829 -5.048
H 0.078 1.497 -3.631
H -0.863 0.638 -4.956
H -0.251 -3.346 -4.087
H -2.436 -4.742 -3.406
H -2.849 1.815 -4.104
H -2.737 4.305 -3.030
H -2.046 4.642 -0.562
H -1.358 0.457 0.072
H -5.690 -2.507 -0.243
C -3.009 1.847 4.400
C -1.841 1.714 5.381
C -0.895 0.648 4.826
S -1.102 0.671 3.049
O -1.679 -0.589 2.635
O 0.091 1.210 2.438
C -2.379 1.916 3.015
H -3.616 2.730 4.609
H -3.655 0.966 4.475
H -1.316 2.672 5.452
H -2.184 1.454 6.384
H 0.145 0.865 5.072
H -1.162 -0.348 5.184
H -3.084 1.704 2.211
H -1.899 2.882 2.849
C 6.698 -1.701 0.873
C 6.909 -0.213 0.584
C 5.527 0.432 0.462
S 4.427 -0.550 1.475
O 3.460 -1.193 0.614
O 4.036 0.216 2.636
C 5.639 -1.763 1.967
H 7.624 -2.189 1.183
H 6.335 -2.204 -0.029
H 7.458 0.245 1.413
H 7.498 -0.058 -0.323
H 5.530 1.460 0.824
H 5.160 0.399 -0.565
H 5.171 -2.743 2.056
H 6.050 -1.453 2.930
*
```

E (eV): -65823.484
HOMO energy (eV): -8.985
Orbital gap (eV): 7.99
E_LUMO (Eh): -0.037
SMILES string: CC(=O)N(C)c1ccc2c(c1-c1cccnc1)C(=O)NC2=O.O=S1(=O)CCCC1.O=S1(=O)CCCC1

# C24H29N5PdTe

A structure of composition C24H29N5PdTe (wB97M-V/def2-TZVPD, OMol25).

Geometry as ORCA input:
```
! wB97M-V def2-TZVPD RIJCOSX def2/J DEFGRID3
* xyz 2 1
Pd -0.135 0.207 -0.438
C -2.713 1.971 0.586
C -1.480 2.224 1.398
C -1.555 3.048 2.518
C -0.439 3.255 3.294
C 0.752 2.633 2.944
C 0.791 1.831 1.829
N -0.324 1.635 1.055
C 2.035 1.102 1.435
C 3.269 1.132 2.068
C 4.269 0.302 1.569
C 4.035 -0.520 0.470
C 2.783 -0.460 -0.120
N 1.859 0.336 0.378
C 2.292 -1.242 -1.295
C 3.152 -1.969 -2.081
C 2.645 -2.691 -3.155
C 1.295 -2.657 -3.406
C 0.454 -1.894 -2.598
C -1.014 -1.862 -2.885
N 0.946 -1.198 -1.560
H -3.219 2.908 0.354
H -3.413 1.354 1.153
H -2.473 1.457 -0.342
H -2.499 3.515 2.766
H -0.487 3.888 4.171
H 1.636 2.776 3.550
H 3.459 1.760 2.926
H 5.237 0.285 2.052
H 4.806 -1.186 0.109
H 4.212 -1.974 -1.872
H 3.309 -3.271 -3.783
H 0.870 -3.211 -4.233
H -1.439 -2.860 -2.760
H -1.196 -1.556 -3.916
H -1.534 -1.184 -2.216
C -1.093 3.419 -2.162
Te 0.335 1.894 -2.440
C 1.922 3.000 -1.604
H -1.097 3.708 -1.114
H -2.065 3.039 -2.464
H -0.809 4.257 -2.793
H 2.144 3.825 -2.275
H 2.787 2.346 -1.518
H 1.615 3.364 -0.626
C -4.662 -2.999 0.676
C -3.251 -2.539 0.843
C -2.207 -3.034 1.592
C -1.116 -2.185 1.349
N -1.469 -1.219 0.502
N -2.766 -1.460 0.201
C 0.262 -2.277 1.919
H -4.848 -3.852 1.323
H -4.859 -3.305 -0.352
H -5.370 -2.213 0.940
H -2.230 -3.897 2.237
H -3.267 -0.840 -0.411
H 0.313 -3.086 2.644
H 0.543 -1.352 2.426
H 1.000 -2.479 1.141
*
```

E (eV): -43569.872
HOMO energy (spin up / spin down) (eV): -13.704 / -13.702
Orbital gap (spin up / spin down) (eV): 7.25 / 7.25
ΔE to the lowest compared entry with this formula, charge and spin (kJ/mol): 57.8
E_LUMO (spin up / spin down) (Eh): -0.237 / -0.237

# C24H29N9O8S2Y

A structure of composition C24H29N9O8S2Y (wB97M-V/def2-TZVPD, OMol25).

Geometry as ORCA input:
```
! wB97M-V def2-TZVPD RIJCOSX def2/J DEFGRID3
* xyz -1 1
Y -0.918 -0.856 0.800
N -1.836 -2.201 2.688
C -0.700 -2.524 3.581
C 0.073 -1.227 3.868
O 0.315 -0.931 5.044
N 0.337 -0.521 2.767
C 0.560 0.895 2.985
C -0.704 1.674 2.584
O -0.740 2.901 2.661
O -1.672 0.934 2.146
H -2.498 -1.605 3.175
H -2.320 -3.031 2.367
H -0.060 -3.247 3.068
H -1.009 -2.941 4.539
H 1.387 1.281 2.379
H 0.783 1.121 4.030
O -0.065 2.124 -2.415
C -0.204 1.112 -1.742
O -0.314 1.049 -0.460
C -0.312 -0.230 -2.440
C -0.135 -0.400 -3.803
C -0.302 -1.673 -4.329
C -0.657 -2.723 -3.492
C -0.829 -2.456 -2.144
N -0.639 -1.241 -1.647
C -1.227 -3.501 -1.113
O -1.132 -4.693 -1.425
O -1.573 -3.026 0.012
H 0.132 0.456 -4.406
H -0.160 -1.847 -5.389
H -0.800 -3.733 -3.850
N 1.294 -6.244 -0.655
C 2.492 -5.677 -0.386
O 3.539 -6.307 -0.357
C 2.469 -4.202 -0.108
C 3.613 -3.443 -0.322
C 3.556 -2.077 -0.116
C 2.357 -1.513 0.294
N 1.257 -2.236 0.508
C 1.328 -3.557 0.335
H 1.311 -7.223 -0.883
H 0.462 -5.709 -0.890
H 4.516 -3.939 -0.655
H 4.409 -1.433 -0.283
H 2.281 -0.441 0.432
H 0.426 -4.110 0.558
S 3.433 1.599 -1.099
C 2.819 2.911 -0.266
N 1.602 3.059 0.259
C 1.400 4.396 0.797
C 2.846 4.841 1.018
N 3.531 4.053 -0.002
H 0.826 2.424 0.067
H 0.803 4.356 1.705
H 0.904 5.032 0.054
H 3.186 4.574 2.024
H 2.986 5.910 0.864
H 4.533 3.967 -0.024
S -3.591 -0.347 -0.232
C -3.475 1.352 -0.515
N -3.620 1.805 -1.771
C -3.375 3.185 -2.176
C -2.494 3.876 -1.148
C -3.053 3.638 0.242
N -3.276 2.215 0.463
H -3.718 1.086 -2.467
H -4.328 3.714 -2.284
H -2.880 3.168 -3.147
H -2.453 4.945 -1.362
H -1.484 3.472 -1.220
H -3.996 4.179 0.378
H -2.357 3.963 1.015
H -2.857 1.800 1.314
*
```

E (eV): -77877.250
HOMO energy (eV): -5.408
Orbital gap (eV): 7.84
ΔE to the lowest compared entry with this formula, charge and spin (kJ/mol): 27.6
E_LUMO (Eh): 0.089